1.
The following is a quantum chemistry calculation of 2 unconnected molecules or ions with the total composition C4H11NS in a non-equilibrium geometry, from OMol25.

## Properties
E_tot: -16642.780 eV
Relative energy (zero: lowest compared OMol25 entry of this formula, charge and spin): 0.476 eV
Total charge: +1
Spin multiplicity: 2
Orbital gap (spin up / spin down): 7.1 / 3.4 eV

Last column: natural (NBO) charge in e.
Element x y z (Å)
C (-1.51, -3.63, 2.03)  -0.639
C (-0.71, -2.46, 1.49)  -0.495
S (-1.51, -0.81, 1.70)  -0.091
H (-0.99, -4.21, 2.79)  0.222
H (-1.76, -4.34, 1.25)  0.221
H (-2.45, -3.30, 2.46)  0.225
H (-0.46, -2.52, 0.44)  0.216
H (0.24, -2.32, 2.01)  0.215
C (1.19, 3.22, -2.57)  0.102
C (0.27, 2.61, -1.72)  -0.133
N (2.49, 3.18, -2.44)  -0.554
H (0.83, 3.88, -3.35)  0.242
H (-0.81, 2.74, -1.76)  0.250
H (0.65, 2.07, -0.86)  0.218
H (2.94, 2.72, -1.66)  0.431
H (-1.43, -0.79, 3.04)  0.128
H (3.03, 3.95, -2.85)  0.441

---

2.
The following is a quantum chemistry calculation of 2 unconnected molecules or ions with the total composition C4H11O2S2 in a non-equilibrium geometry, from OMol25.

## Properties
E_tot: -30091.572 eV
Relative energy (zero: lowest compared OMol25 entry of this formula, charge and spin): 1.132 eV
Total charge: -1
Spin multiplicity: 1
Orbital gap: 6.2 eV

Last column: natural (NBO) charge in e.
Element x y z (Å)
C (0.47, -1.65, 0.41)  -0.444
C (-0.53, -1.09, 1.40)  -0.068
O (-0.43, 0.35, 1.57)  -0.770
C (0.28, -1.41, -1.12)  -0.565
S (-1.34, -0.99, -1.83)  -0.168
S (-1.28, 1.13, -2.26)  0.056
C (-1.33, 2.28, -1.05)  -1.007
H (1.41, -1.11, 0.62)  0.205
H (0.54, -2.73, 0.64)  0.194
H (-0.25, -1.41, 2.42)  0.162
H (-1.56, -1.33, 1.17)  0.179
H (1.05, -0.83, -1.56)  0.210
H (0.44, -2.43, -1.55)  0.205
H (-0.77, 0.72, 0.73)  0.491
H (-2.26, 2.67, -0.65)  0.168
H (-0.48, 2.55, -0.48)  0.155
H (1.62, 1.12, 0.30)  0.484
H (2.01, 2.50, 0.80)  0.467
O (2.40, 1.67, 0.44)  -0.954

---

3.
The following is a quantum chemistry calculation of 2 unconnected molecules or ions with the total composition C4H11O3P in a non-equilibrium geometry, from OMol25.

## Properties
E_tot: -19755.710 eV
Relative energy (zero: lowest compared OMol25 entry of this formula, charge and spin): 0.000 eV
Total charge: 0
Spin multiplicity: 3
Orbital gap (spin up / spin down): 6.9 / 7.7 eV

Last column: natural (NBO) charge in e.
Element x y z (Å)
C (2.88, 1.04, -0.07)  -0.646
C (-2.52, -0.77, 1.23)  -1.014
C (-1.95, 0.69, -1.24)  -1.020
C (3.05, -0.42, 0.13)  -0.015
O (-0.57, -1.55, -0.49)  -1.011
O (2.29, -1.27, -0.29)  -0.264
O (-0.11, 0.56, 0.85)  -1.123
P (-1.16, -0.21, 0.15)  2.156
H (2.85, 1.26, -1.14)  0.203
H (3.67, 1.61, 0.40)  0.227
H (1.91, 1.31, 0.34)  0.263
H (-3.17, -1.46, 0.71)  0.242
H (-2.09, -1.26, 2.10)  0.254
H (-3.09, 0.10, 1.55)  0.243
H (-1.99, 1.75, -0.99)  0.250
H (-1.36, 0.55, -2.13)  0.250
H (-2.96, 0.33, -1.41)  0.238
H (3.92, -0.73, 0.74)  0.242
H (0.40, -1.52, -0.45)  0.528

---

4.
The following is a quantum chemistry calculation of a molecular structure, C4H11O3Y in a non-equilibrium geometry, from OMol25.

## Properties
E_tot: -11508.193 eV
Relative energy (zero: lowest compared OMol25 entry of this formula, charge and spin): 0.000 eV
Total charge: 0
Spin multiplicity: 1
Orbital gap: 6.5 eV

Last column: natural (NBO) charge in e.
Element x y z (Å)
C (-1.46, 2.57, 0.94)  -0.240
H (-0.98, 3.52, 1.25)  0.157
H (-2.54, 2.70, 1.13)  0.180
H (-1.08, 1.79, 1.64)  0.165
O (-1.16, 2.30, -0.43)  -1.093
Y (0.45, 2.86, -1.84)  0.861
H (-1.35, 0.49, -0.69)  0.493
O (-1.70, -0.47, -0.67)  -0.746
C (2.35, -1.68, -1.00)  -0.245
O (0.95, -1.74, -0.89)  -0.536
C (0.46, -1.15, 0.29)  -0.085
C (-1.05, -1.22, 0.32)  -0.072
H (2.63, -2.15, -1.95)  0.195
H (2.71, -0.64, -1.00)  0.156
H (2.84, -2.22, -0.17)  0.163
H (0.79, -0.09, 0.34)  0.147
H (0.87, -1.67, 1.18)  0.165
H (-1.37, -0.91, 1.33)  0.150
H (-1.36, -2.27, 0.21)  0.184

---

5.
The following is a quantum chemistry calculation of 3 unconnected molecules or ions with the total composition C4H11O4 in a non-equilibrium geometry, from OMol25.

## Properties
E_tot: -12516.544 eV
Relative energy (zero: lowest compared OMol25 entry of this formula, charge and spin): 2.065 eV
Total charge: -1
Spin multiplicity: 1
Orbital gap: 7.3 eV

Last column: natural (NBO) charge in e.
Element x y z (Å)
C (0.50, -0.47, 1.66)  -0.015
O (0.27, 0.78, 1.15)  -0.967
C (-0.12, -1.57, 0.76)  -0.434
C (0.40, -1.35, -0.64)  -0.538
C (-0.14, -2.36, -1.61)  0.469
O (-0.21, -2.28, -2.82)  -0.563
H (1.60, -0.72, 1.71)  0.077
H (0.14, -0.53, 2.70)  0.115
H (0.21, -2.53, 1.16)  0.173
H (-1.19, -1.45, 0.90)  0.194
H (1.48, -1.45, -0.69)  0.225
H (0.17, -0.35, -0.95)  0.266
H (-0.51, -3.31, -1.16)  0.075
H (1.70, 2.45, 2.49)  0.447
H (0.36, 1.92, 2.29)  0.510
O (0.82, 2.69, 2.79)  -1.035
H (-1.22, 3.29, -1.04)  0.484
H (-1.80, 2.29, -1.99)  0.469
O (-1.55, 3.22, -1.95)  -0.954

---

6.
The following is a quantum chemistry calculation of 2 unconnected molecules or ions with the total composition C4H11OS, from OMol25.

## Properties
E_tot: -17208.566 eV
Relative energy (zero: lowest compared OMol25 entry of this formula, charge and spin): 1.631 eV
Total charge: -1
Spin multiplicity: 1
Orbital gap: 5.8 eV

Last column: natural (NBO) charge in e.
Element x y z (Å)
C (0.65, 1.60, 1.37)  -0.640
C (-0.29, 0.59, 2.02)  -0.513
S (-2.00, 0.81, 1.42)  -0.078
H (0.24, 2.61, 1.34)  0.181
H (0.80, 1.21, 0.36)  0.270
H (1.62, 1.62, 1.86)  0.193
H (0.01, -0.41, 1.71)  0.291
H (-0.31, 0.70, 3.10)  0.175
H (-2.62, 0.66, 2.59)  0.092
C (-0.15, -0.92, -1.36)  -0.024
O (0.59, -0.97, -0.21)  -0.981
C (0.61, -1.45, -2.58)  -0.633
H (-0.46, 0.12, -1.64)  0.064
H (-1.10, -1.49, -1.23)  0.085
H (-0.03, -1.44, -3.48)  0.157
H (1.00, -2.46, -2.45)  0.182
H (1.43, -0.76, -2.81)  0.179

---

7.
The following is a quantum chemistry calculation of 2 unconnected molecules or ions with the total composition C4H11OS in a non-equilibrium geometry, from OMol25.

## Properties
E_tot: -17208.538 eV
Relative energy (zero: lowest compared OMol25 entry of this formula, charge and spin): 1.659 eV
Total charge: -1
Spin multiplicity: 1
Orbital gap: 6.2 eV

Last column: natural (NBO) charge in e.
Element x y z (Å)
C (-0.43, -2.40, -1.51)  -0.203
O (-0.59, -1.08, -1.15)  -0.990
H (0.16, -2.98, -0.76)  0.087
H (-1.38, -2.95, -1.66)  0.095
H (0.15, -2.47, -2.45)  0.088
C (-0.72, 0.84, 2.34)  -0.608
C (-0.38, 1.28, 0.94)  -0.554
S (1.42, 1.34, 0.68)  0.101
C (1.44, 0.93, -1.09)  -0.789
H (-1.77, 1.04, 2.58)  0.192
H (-0.08, 1.36, 3.06)  0.186
H (-0.56, -0.24, 2.44)  0.215
H (-0.81, 2.26, 0.67)  0.177
H (-0.78, 0.58, 0.21)  0.295
H (0.83, -0.03, -1.22)  0.330
H (1.01, 1.74, -1.68)  0.184
H (2.47, 0.78, -1.41)  0.192

---

8.
The following is a quantum chemistry calculation of a single C4H11P molecule in a non-equilibrium geometry, from OMol25.

## Properties
E_tot: -13613.555 eV
Relative energy (zero: lowest compared OMol25 entry of this formula, charge and spin): 1.099 eV
SMILES: CC(C)(C)P
Total charge: 0
Spin multiplicity: 1
Orbital gap: 10.2 eV

Last column: natural (NBO) charge in e.
Element x y z (Å)
C (-0.28, 0.27, -1.36)  -0.592
C (0.12, -0.21, 0.11)  -0.335
C (-0.97, -1.22, 0.48)  -0.606
C (0.15, 0.94, 1.09)  -0.644
P (1.82, -0.85, 0.23)  0.341
H (-0.53, -0.53, -1.99)  0.209
H (-1.17, 0.91, -1.23)  0.207
H (0.60, 0.93, -1.77)  0.202
H (-1.42, -0.76, 1.33)  0.215
H (-0.49, -2.20, 0.60)  0.218
H (-1.77, -1.45, -0.42)  0.205
H (0.33, 0.66, 2.17)  0.224
H (0.84, 1.77, 0.73)  0.221
H (-0.84, 1.42, 1.29)  0.212
H (2.46, 0.34, 0.08)  -0.039
H (1.93, -1.06, -1.13)  -0.040

---

9.
The following is a quantum chemistry calculation of a single C4H11P molecule in a non-equilibrium geometry, from OMol25.

## Properties
E_tot: -13608.476 eV
Relative energy (zero: lowest compared OMol25 entry of this formula, charge and spin): 0.000 eV
Total charge: 0
Spin multiplicity: 3
Orbital gap (spin up / spin down): 4.5 / 9.4 eV

Last column: natural (NBO) charge in e.
Element x y z (Å)
C (-2.10, -0.62, -0.13)  -0.607
C (0.60, -0.85, -1.42)  -0.971
C (-0.12, 1.81, -0.20)  -0.995
C (1.05, -0.51, 1.34)  -0.981
P (-0.20, 0.03, -0.01)  1.103
H (-2.60, 0.01, 0.60)  0.159
H (-1.86, -1.61, 0.27)  0.158
H (1.67, -0.99, -1.13)  0.250
H (-0.10, -1.67, -1.72)  0.252
H (0.45, -0.09, -2.27)  0.225
H (-1.03, 1.95, -0.83)  0.257
H (-0.48, 2.38, 0.74)  0.255
H (0.89, 2.16, -0.38)  0.246
H (0.52, -1.01, 2.27)  0.225
H (1.75, -1.29, 0.96)  0.205
H (1.58, 0.29, 1.90)  0.221

---

10.
The following is a quantum chemistry calculation of 2 unconnected molecules or ions with the total composition C4H12 in a non-equilibrium geometry, from OMol25.

## Properties
E_tot: -4340.389 eV
Relative energy (zero: lowest compared OMol25 entry of this formula, charge and spin): 0.648 eV
Total charge: -1
Spin multiplicity: 2
Orbital gap (spin up / spin down): 2.8 / 12.2 eV

Last column: natural (NBO) charge in e.
Element x y z (Å)
C (-0.14, 2.03, -0.78)  -0.722
C (1.23, 2.04, -0.05)  -0.790
H (-0.72, 2.81, -0.27)  0.186
H (0.05, 2.19, -1.85)  0.191
H (-0.73, 1.12, -0.65)  0.203
H (1.84, 2.72, -0.63)  0.186
H (1.49, 0.98, 0.08)  0.206
H (1.28, 2.51, 0.94)  0.185
C (-0.87, -1.77, 1.07)  -0.796
C (-0.24, -2.30, -0.22)  -0.970
H (-1.96, -1.75, 0.94)  0.185
H (-0.57, -2.53, 1.79)  0.194
H (-0.49, -0.76, 1.22)  0.196
H (0.79, -1.96, -0.30)  0.182
H (-0.71, -2.01, -1.18)  0.183
H (-0.24, -3.38, -0.33)  0.180